No. 1
A molecular structure, C30H35O7Pd in a non-equilibrium geometry. Source: the OMol25 dataset; level of theory: ωB97M-V/def2-TZVPD.

Results
- Molecular weight: 614.02 g/mol
- LUMO energy (alpha / beta): 1.8 / 1.4 eV
- Orbital gap (alpha / beta): 1.57 / 5.39 eV
- Highest occupied orbital energy (alpha / beta): 0.3 / -4.0 eV
- ⟨S²⟩: 6.03

Geometry as ORCA input:
```
! RIJCOSX wB97M-V def2-TZVPD def2/J DEFGRID3
* xyz -1 5
C -0.123 -0.159 -6.261
C -0.609 -1.201 -5.214
C -0.288 1.269 -5.682
C -1.418 1.080 -4.656
H -0.523 1.964 -6.503
H 0.650 1.571 -5.180
C -1.156 -0.362 -4.138
H 0.243 -1.837 -4.901
H -1.420 -1.821 -5.617
C -0.112 -0.128 -3.008
H -2.084 -0.706 -3.651
H -2.357 1.058 -5.213
C -1.512 2.011 -3.463
C 1.345 -0.337 -6.651
C -0.833 -0.307 -7.583
O -1.660 0.561 -7.957
O 2.180 -1.020 -6.025
O 1.641 0.351 -7.776
O -0.649 -1.362 -8.379
C 0.044 -2.576 -8.029
H 0.029 -2.868 -6.978
H 1.088 -2.535 -8.378
H -0.471 -3.336 -8.615
C 3.020 0.260 -8.158
H 3.656 0.745 -7.401
H 3.063 0.782 -9.110
H 3.320 -0.795 -8.267
O -0.843 0.937 -2.424
H 0.914 0.137 -3.410
H 0.109 -1.135 -2.515
C -2.891 2.429 -3.159
C -0.471 3.123 -3.348
H -0.147 3.601 -4.284
H 0.403 2.705 -2.867
H -0.867 3.918 -2.711
H -2.923 2.772 -2.118
H -3.571 1.578 -3.292
H -3.324 3.256 -3.775
Pd 0.010 0.056 0.459
C -1.648 -0.885 1.606
C -2.168 -0.824 0.272
C -1.427 -1.735 -0.538
H -3.004 -0.228 -0.060
C -0.374 -2.307 0.271
C -0.498 -1.793 1.603
H 0.130 -2.033 2.454
H -2.064 -0.428 2.507
H -1.680 -2.050 -1.547
H 0.334 -3.056 -0.065
C 2.038 1.272 0.613
C 2.079 0.119 1.497
C 2.190 -1.050 0.650
H 2.077 0.120 2.578
C 2.131 -0.632 -0.722
C 2.066 0.802 -0.742
H 2.089 1.423 -1.628
H 2.050 2.306 0.943
H 2.349 -2.067 1.009
H 2.245 -1.280 -1.583
O -0.066 0.688 3.100
C -0.416 1.766 2.558
O -0.647 1.896 1.279
C -0.601 2.974 3.366
C -0.960 4.196 2.760
C -1.103 5.339 3.576
C -0.899 5.273 4.953
C -0.559 4.058 5.544
C -0.405 2.904 4.771
H -1.135 4.224 1.687
H -1.383 6.296 3.098
H -1.023 6.144 5.559
H -0.407 3.992 6.626
H -0.156 1.946 5.214
*
```


No. 2
2 unconnected molecules or ions with the total composition C3H8F2N2 in a non-equilibrium geometry. Source: the OMol25 dataset; level of theory: ωB97M-V/def2-TZVPD.

Results
- Molecular weight: 110.11 g/mol
- LUMO energy (alpha / beta): -0.3 / 0.7 eV
- Orbital gap (alpha / beta): 6.93 / 10.11 eV
- Highest occupied orbital energy (alpha / beta): -7.3 / -9.4 eV
- Energy above the lowest of the compared OMol25 structures with the same formula, charge and spin: 475.3 kJ/mol

Geometry as ORCA input:
```
! RIJCOSX wB97M-V def2-TZVPD def2/J DEFGRID3
* xyz 0 1
C -0.278 -1.574 -1.244
C 1.486 1.334 1.274
C -1.253 0.396 -0.489
N -1.532 -0.921 -0.832
N 1.038 0.008 0.929
F -0.849 1.242 -1.462
F -2.174 1.103 0.294
H -0.082 -1.180 -2.287
H 0.439 -0.959 -0.663
H -0.391 -2.708 -1.203
H 1.442 2.040 0.442
H 0.780 1.896 1.985
H 2.395 1.401 1.737
H -2.095 -1.443 -0.214
H 1.074 -0.634 1.732
*
```


No. 3
A single C4H9NO3 molecule in a non-equilibrium geometry. Source: the OMol25 dataset; level of theory: ωB97M-V/def2-TZVPD.

Results
- Molecular weight: 119.12 g/mol
- LUMO energy: 0.5 eV
- Orbital gap: 10.34 eV
- Highest occupied orbital energy: -9.9 eV
- Energy above the lowest of the compared OMol25 structures with the same formula, charge and spin: 183.1 kJ/mol

Geometry as ORCA input:
```
! RIJCOSX wB97M-V def2-TZVPD def2/J DEFGRID3
* xyz 0 1
C -0.499 0.091 -0.485
C -1.605 -0.802 0.081
C 0.952 -0.306 -0.303
C 1.711 0.004 0.971
H 0.242 2.091 -0.176
H -1.312 1.858 -0.994
H -0.523 0.082 -1.567
H 1.349 0.138 -1.243
H 0.307 -2.290 -0.275
H 1.273 -0.475 1.827
H 2.772 -0.235 0.916
H 1.744 1.149 1.119
H -2.431 0.881 0.327
N -0.677 1.517 -0.211
O -1.524 -2.009 0.291
O 0.919 -1.638 -0.649
O -2.697 -0.057 0.371
*
```


No. 4
A single C5H8N2 molecule. Source: the OMol25 dataset; level of theory: ωB97M-V/def2-TZVPD.

Results
- Molecular weight: 96.13 g/mol
- LUMO energy: 0.1 eV
- Orbital gap: 7.41 eV
- Highest occupied orbital energy: -7.3 eV
- Energy above the lowest of the compared OMol25 structures with the same formula, charge and spin: 347.2 kJ/mol

Geometry as ORCA input:
```
! RIJCOSX wB97M-V def2-TZVPD def2/J DEFGRID3
* xyz 0 1
C -0.920 -0.891 -0.707
C -0.882 1.241 1.500
C -0.265 1.913 0.385
N 0.436 1.149 -0.450
C 0.318 -0.227 -0.012
N 1.523 -0.972 -0.326
C -0.340 -0.008 1.333
H -0.569 -1.377 -1.614
H -1.432 -1.632 -0.078
H -1.659 -0.115 -0.927
H -0.342 2.976 0.151
H 0.964 1.434 -1.264
H 2.340 -0.632 0.174
H 1.396 -1.944 -0.062
H -0.567 -0.915 1.896
*
```


No. 5
3 unconnected molecules or ions with the total composition C23H35NO4. Source: the OMol25 dataset; level of theory: ωB97M-V/def2-TZVPD.

Results
- Molecular weight: 389.54 g/mol
- LUMO energy: 0.5 eV
- Orbital gap: 9.57 eV
- Highest occupied orbital energy: -9.1 eV
- Energy above the lowest of the compared OMol25 structures with the same formula, charge and spin: 0.0 kJ/mol

Geometry as ORCA input:
```
! RIJCOSX wB97M-V def2-TZVPD def2/J DEFGRID3
* xyz 0 1
C 3.856 -1.679 0.838
C 3.253 -1.794 -0.551
O 2.167 -2.702 -0.608
C 0.981 -2.234 0.010
C -0.235 -2.793 -0.721
C -0.808 -4.068 -0.100
C -1.673 -3.841 1.142
C -2.894 -2.942 0.899
N -2.950 -1.818 1.842
C -2.141 -0.647 1.506
C -2.445 0.098 0.201
C -1.266 0.948 -0.236
O -1.169 2.165 0.504
C -4.273 -1.476 2.207
O -5.130 -1.068 1.477
O -4.466 -1.641 3.521
H 4.083 -2.673 1.226
H 3.179 -1.183 1.536
H 4.783 -1.105 0.803
H 2.923 -0.807 -0.909
H 3.990 -2.176 -1.259
H 0.975 -1.134 0.000
H 0.966 -2.548 1.064
H -1.006 -2.019 -0.786
H 0.083 -3.002 -1.747
H -1.392 -4.612 -0.848
H 0.029 -4.721 0.167
H -2.010 -4.815 1.504
H -1.083 -3.406 1.953
H -2.891 -2.577 -0.135
H -3.821 -3.505 1.010
H -1.098 -0.990 1.489
H -2.219 0.043 2.351
H -3.312 0.748 0.339
H -2.705 -0.605 -0.597
H -0.337 0.372 -0.130
H -1.345 1.229 -1.287
H -0.651 2.000 1.300
H -5.384 -1.377 3.697
C -0.539 0.104 -4.349
C 0.162 0.668 -5.407
C 1.521 0.420 -5.549
C 2.180 -0.392 -4.636
C 1.480 -0.958 -3.579
C 0.122 -0.708 -3.438
H -1.598 0.297 -4.237
H -0.350 1.301 -6.119
H 2.067 0.861 -6.373
H 3.239 -0.586 -4.749
H 1.989 -1.596 -2.866
H -0.419 -1.149 -2.610
C 2.523 4.779 3.130
C 1.492 4.129 2.466
C 0.431 4.854 1.941
C 0.406 6.235 2.080
C 1.436 6.888 2.743
C 2.495 6.160 3.269
H 3.350 4.211 3.538
H 1.525 3.052 2.353
H -0.370 4.348 1.416
H -0.420 6.803 1.670
H 1.415 7.965 2.849
H 3.298 6.669 3.786
*
```


No. 6
2 unconnected molecules or ions with the total composition C5H15N3 in a non-equilibrium geometry. Source: the OMol25 dataset; level of theory: ωB97M-V/def2-TZVPD.

Results
- Molecular weight: 117.20 g/mol
- LUMO energy: 1.0 eV
- Orbital gap: 9.09 eV
- Highest occupied orbital energy: -8.1 eV
- Energy above the lowest of the compared OMol25 structures with the same formula, charge and spin: 207.9 kJ/mol

Geometry as ORCA input:
```
! RIJCOSX wB97M-V def2-TZVPD def2/J DEFGRID3
* xyz 0 1
C 0.642 0.947 1.440
C 1.688 1.839 1.411
N 2.907 1.671 2.143
N -0.499 1.140 0.657
H 0.732 0.011 1.984
H 1.763 2.575 0.615
H 3.227 2.558 2.538
H 3.677 1.212 1.644
H -1.221 1.636 1.159
H -0.861 0.224 0.358
C 0.711 -0.811 -1.613
C -0.584 -1.576 -1.748
N -1.719 -0.948 -1.005
C -2.862 -1.848 -0.829
H 1.497 -1.094 -2.348
H 1.074 -1.052 -0.591
H 0.549 0.247 -1.848
H -0.449 -2.600 -1.393
H -0.814 -1.694 -2.803
H -2.069 -0.112 -1.482
H -3.703 -1.316 -0.376
H -3.282 -2.215 -1.757
H -2.510 -2.715 -0.237
*
```


No. 7
A single C20H27NO5 molecule. Source: the OMol25 dataset; level of theory: ωB97M-V/def2-TZVPD.

Results
- Molecular weight: 361.44 g/mol
- LUMO energy: -0.2 eV
- Orbital gap: 8.05 eV
- Highest occupied orbital energy: -8.2 eV
- Energy above the lowest of the compared OMol25 structures with the same formula, charge and spin: 218.3 kJ/mol

Geometry as ORCA input:
```
! RIJCOSX wB97M-V def2-TZVPD def2/J DEFGRID3
* xyz 0 1
C -7.565 1.813 -0.283
H -7.384 1.795 -1.359
O -6.395 2.135 0.437
C -5.283 1.364 0.391
C -4.230 1.842 1.173
C -3.023 1.187 1.247
C -2.815 0.009 0.528
C -3.867 -0.475 -0.257
C -5.088 0.171 -0.340
O -6.128 -0.296 -1.103
C -5.957 -1.489 -1.828
H -5.158 -1.400 -2.571
H -5.752 -2.338 -1.168
H -6.905 -1.653 -2.339
H -3.715 -1.385 -0.811
C -1.538 -0.659 0.620
C -1.155 -1.772 -0.026
C 0.162 -2.390 0.119
O 0.508 -3.390 -0.462
O 0.967 -1.715 0.977
C 2.279 -2.218 1.172
H 2.429 -2.377 2.244
H 2.387 -3.178 0.653
C 3.376 -1.272 0.666
O 4.543 -1.557 0.832
N 2.906 -0.175 0.053
H 1.903 -0.067 0.051
C 3.693 0.920 -0.513
C 4.304 1.790 0.601
H 4.298 2.832 0.273
C 5.724 1.426 1.037
C 6.799 2.077 0.168
C 6.977 1.433 -1.203
C 5.702 1.384 -2.043
H 5.245 2.374 -2.090
C 4.694 0.358 -1.526
H 4.117 -0.047 -2.361
H 5.230 -0.472 -1.067
H 5.982 1.107 -3.062
H 7.348 0.415 -1.074
H 7.739 1.995 -1.749
H 6.560 3.137 0.042
H 7.755 2.021 0.694
H 5.845 0.344 1.048
H 5.860 1.783 2.061
H 3.636 1.723 1.463
H 2.967 1.541 -1.053
H -1.800 -2.301 -0.710
H -0.827 -0.194 1.291
H -2.234 1.587 1.865
H -4.403 2.753 1.723
H -8.269 2.610 -0.045
H -7.981 0.853 0.030
*
```


No. 8
4 unconnected molecules or ions with the total composition C5H12N2 in a non-equilibrium geometry. Source: the OMol25 dataset; level of theory: ωB97M-V/def2-TZVPD.

Results
- Molecular weight: 100.16 g/mol
- LUMO energy (alpha / beta): -5.1 / -16.5 eV
- Orbital gap (alpha / beta): 11.46 / 1.40 eV
- Highest occupied orbital energy (alpha / beta): -16.6 / -17.9 eV
- ⟨S²⟩: 2.01
- Energy above the lowest of the compared OMol25 structures with the same formula, charge and spin: 559.4 kJ/mol

Geometry as ORCA input:
```
! RIJCOSX wB97M-V def2-TZVPD def2/J DEFGRID3
* xyz 2 3
C -0.842 -0.786 -0.245
C -1.973 2.451 2.077
C 1.289 -2.036 -0.680
C -1.282 -2.201 -0.189
C 0.562 -1.609 1.586
N -1.224 1.654 1.788
N 0.076 -1.731 0.174
H -2.816 3.099 2.317
H 1.757 8.937 -4.355
H 1.841 8.080 -4.773
H 2.168 -1.845 -0.059
H 1.321 -3.041 -0.986
H 1.293 -1.701 -1.672
H -1.061 0.387 -0.039
H -1.260 -2.521 -1.173
H -2.075 -2.638 0.421
H -0.195 -1.583 2.309
H 1.397 -2.325 1.853
H 1.025 -0.591 1.647
*
```